i) {"formula": "C4H9NO3", "method": "the ωB97M-V functional and the def2-TZVPD basis", "species": ["C", "C", "O", "C", "C", "O", "O", "N", "H", "H", "H", "H", "H", "H", "H", "H", "H"], "coordinates": [[0.27, -2.10, 0.46], [0.47, -0.84, 0.11], [1.82, -0.29, 0.32], [2.29, 0.85, -0.35], [-0.47, 0.27, -0.12], [-0.65, 1.14, 0.94], [-1.71, -0.54, -0.43], [-2.90, 0.20, -0.48], [1.10, -2.74, 0.68], [-0.73, -2.50, 0.46], [2.03, 0.91, -1.41], [3.38, 0.78, -0.29], [1.94, 1.75, 0.16], [-0.25, 0.88, -1.01], [-0.76, 0.63, 1.75], [-3.00, 0.69, 0.42], [-2.81, 0.90, -1.22]], "gap_ha": 0.368, "charge": 0}

***

ii) {"formula": "C4H9NO3", "method": "the ωB97M-V functional and the def2-TZVPD basis", "species": ["C", "C", "O", "C", "N", "C", "O", "O", "H", "H", "H", "H", "H", "H", "H", "H", "H"], "coordinates": [[1.30, 0.31, 1.40], [1.24, 0.29, -0.04], [1.83, -0.84, -0.59], [-0.13, 0.42, -0.72], [-0.64, 1.77, -0.60], [-0.97, -0.56, -0.04], [-0.93, -1.77, -0.24], [-1.93, -0.06, 0.73], [1.02, -0.68, 1.81], [2.28, 0.79, 1.58], [0.57, 1.06, 1.71], [1.73, 1.21, -0.50], [1.13, -1.55, -0.78], [0.09, 0.01, -1.70], [-0.05, 2.48, -0.17], [-0.88, 2.15, -1.50], [-1.82, 0.85, 0.96]], "gap_ha": 0.387, "charge": 0}

***

So which one is most stable? That would be ii), about 286.7 kJ/mol below the next structure.

***

i) {"formula": "C4H9NO3", "method": "the ωB97M-V functional and the def2-TZVPD basis", "species": ["O", "C", "C", "C", "N", "C", "O", "H", "H", "H", "H", "H", "H", "H", "O", "H", "H"], "coordinates": [[1.29, -1.77, -2.91], [0.84, -2.18, -1.86], [1.01, -1.35, -0.58], [-0.39, -0.71, -0.30], [-0.31, 0.19, 0.84], [-1.17, 0.30, 1.88], [-1.07, 1.22, 2.68], [0.30, -3.14, -1.86], [1.33, -1.97, 0.26], [1.70, -0.55, -0.84], [-0.61, -0.12, -1.19], [-1.08, -1.53, -0.11], [0.33, 0.95, 0.64], [-1.92, -0.50, 1.89], [-0.40, 3.74, 0.21], [0.48, 4.16, 0.19], [-0.33, 3.27, 1.05]], "gap_ha": 0.391, "charge": 0}

***

ii) {"formula": "C4H9NO3", "method": "the ωB97M-V functional and the def2-TZVPD basis", "species": ["C", "C", "C", "C", "H", "H", "H", "H", "H", "H", "H", "H", "H", "N", "O", "O", "O"], "coordinates": [[-0.98, -1.17, 0.25], [0.26, -0.12, -0.13], [0.63, 0.03, 1.32], [-0.32, 1.12, -0.72], [-0.34, -2.05, 0.29], [-1.59, -1.33, -0.70], [-1.44, -1.01, 1.30], [0.01, 1.20, 1.69], [2.17, 0.05, 1.39], [0.18, -1.19, 1.95], [-0.45, 0.79, -1.87], [0.37, 1.76, -0.63], [-1.52, 2.66, 0.15], [1.33, -0.51, -1.17], [-1.68, 1.23, -0.17], [1.60, -1.86, -1.15], [1.79, 0.40, -1.80]], "gap_ha": 0.347, "charge": 0}

***

iii) {"formula": "C4H9NO3", "method": "the ωB97M-V functional and the def2-TZVPD basis", "species": ["O", "C", "C", "C", "O", "N", "C", "O", "H", "H", "H", "H", "H", "H", "H", "H", "H"], "coordinates": [[-1.31, 2.00, -0.69], [-1.56, 0.85, -0.74], [-0.74, -0.04, 0.00], [0.15, 0.95, 1.10], [-0.82, 1.18, 2.06], [0.10, -0.77, -0.95], [1.33, -1.06, -0.35], [1.79, -2.26, -1.04], [-2.31, 0.43, -1.38], [-1.35, -0.56, 0.65], [0.98, 0.45, 1.50], [0.57, 1.90, 0.67], [-1.49, 1.77, 1.91], [0.27, -0.47, -1.88], [2.05, -0.30, -0.73], [1.31, -1.18, 0.71], [1.02, -2.88, -0.83]], "gap_ha": 0.359, "charge": 0}

***

So which one is most stable? That would be i), about 250.7 kJ/mol below the next structure.

***

i) {"formula": "C4H9NO3", "method": "the ωB97M-V functional and the def2-TZVPD basis", "species": ["C", "C", "C", "O", "N", "C", "O", "H", "H", "H", "H", "H", "H", "H", "O", "H", "H"], "coordinates": [[-1.26, 0.87, 1.64], [-1.43, 0.54, 0.16], [-0.36, -0.36, -0.43], [-0.60, -1.47, -0.85], [0.95, 0.11, -0.42], [1.30, 1.45, -0.33], [2.44, 1.79, -0.54], [-0.44, 0.35, 2.15], [-1.03, 1.93, 1.75], [-2.10, 0.63, 2.28], [-2.36, 0.02, -0.08], [-1.54, 1.47, -0.40], [1.68, -0.49, -0.76], [0.60, 2.25, -0.08], [1.52, -3.01, -1.71], [1.82, -3.64, -1.04], [0.81, -2.45, -1.34]], "gap_ha": 0.412, "charge": 0}

***

ii) {"formula": "C4H9NO3", "method": "the ωB97M-V functional and the def2-TZVPD basis", "species": ["C", "O", "C", "O", "C", "C", "O", "N", "H", "H", "H", "H", "H", "H", "H", "H", "H"], "coordinates": [[-1.40, -2.38, 0.57], [-1.26, -1.06, 0.06], [-0.25, -0.34, 0.56], [0.51, -0.75, 1.40], [-0.21, 1.05, -0.09], [0.08, 0.93, -1.58], [0.69, 1.89, 0.59], [2.06, 1.47, 0.40], [-2.28, -2.80, 0.08], [-1.55, -2.35, 1.66], [-0.51, -2.97, 0.35], [-1.18, 1.52, 0.08], [0.05, 1.91, -2.04], [1.08, 0.51, -1.72], [-0.66, 0.29, -2.05], [2.59, 2.30, 0.65], [2.24, 0.75, 1.10]], "gap_ha": 0.373, "charge": 0}

***

iii) {"formula": "C4H9NO3", "method": "the ωB97M-V functional and the def2-TZVPD basis", "species": ["C", "C", "C", "C", "H", "H", "H", "H", "H", "H", "H", "H", "H", "N", "O", "O", "O"], "coordinates": [[1.30, 0.10, 0.66], [0.09, -0.16, -0.13], [-1.23, -0.01, 0.57], [-0.87, 0.92, -0.51], [3.35, 0.35, 0.75], [2.13, 0.01, -1.27], [1.21, -0.50, 1.71], [1.39, 1.25, 0.78], [0.96, -1.90, -0.82], [-1.26, 0.20, 1.71], [-1.39, -1.85, 0.38], [-1.13, 1.02, -1.54], [-0.98, 2.60, -0.32], [2.50, -0.47, -0.06], [0.12, -1.43, -0.62], [-2.19, -0.93, 0.20], [-0.11, 1.99, -0.16]], "gap_ha": 0.336, "charge": 0}

***

So which one is most stable? That would be i), about 190.2 kJ/mol below the next structure.

***

i) {"formula": "C4H9NO3", "method": "the ωB97M-V functional and the def2-TZVPD basis", "species": ["O", "C", "O", "C", "N", "H", "H", "H", "C", "C", "O", "H", "H", "H", "H", "H", "H"], "coordinates": [[-0.68, 2.50, 0.38], [-0.62, 2.34, 1.53], [-0.46, 2.47, 2.66], [-1.82, -0.35, 0.51], [-1.17, 0.09, 1.50], [-2.40, 0.36, -0.06], [-1.94, -1.40, 0.25], [-0.66, -0.61, 2.04], [1.47, -1.55, -1.07], [1.14, -0.09, -0.83], [-0.15, 0.18, -1.33], [2.46, -1.78, -0.69], [0.74, -2.19, -0.56], [1.43, -1.77, -2.13], [1.17, 0.14, 0.25], [1.88, 0.55, -1.34], [-0.38, 1.11, -1.12]], "gap_ha": 0.406, "charge": 0}

***

ii) {"formula": "C4H9NO3", "method": "the ωB97M-V functional and the def2-TZVPD basis", "species": ["C", "C", "C", "C", "H", "H", "H", "H", "H", "H", "H", "H", "H", "N", "O", "O", "O"], "coordinates": [[-1.75, -0.71, 0.94], [0.03, -0.52, -0.97], [0.40, 0.91, -0.91], [1.90, -0.92, 0.31], [-1.74, 0.61, 1.27], [-2.78, -1.18, 1.06], [-1.15, -1.34, 1.73], [0.02, -0.68, -2.11], [1.58, 1.02, -0.74], [-0.02, 1.20, -1.63], [0.13, 1.27, 1.12], [-0.95, 2.56, -0.38], [2.82, -1.73, 0.12], [0.20, 1.84, 0.15], [-1.27, -0.94, -0.55], [1.04, -1.31, -0.62], [1.55, -0.07, 1.21]], "gap_ha": 0.344, "charge": 0}

***

So which one is most stable? That would be i), about 736.2 kJ/mol below the next structure.

***

i) {"formula": "C4H9NO3", "method": "the ωB97M-V functional and the def2-TZVPD basis", "species": ["C", "C", "C", "C", "H", "H", "H", "H", "H", "H", "H", "H", "H", "N", "O", "O", "O"], "coordinates": [[1.40, -0.23, 0.12], [1.62, 1.20, -0.19], [-1.45, 0.06, 0.02], [-2.70, -0.64, -0.42], [2.24, -2.11, 0.35], [3.35, -0.90, -0.50], [0.82, 1.56, -0.88], [2.62, 1.57, -0.53], [1.33, 1.70, 0.74], [-0.79, 0.90, 1.63], [-2.74, -0.79, -1.51], [-2.70, -1.56, 0.13], [-3.52, 0.05, -0.13], [2.40, -1.04, 0.31], [0.22, -0.53, 0.31], [-0.55, 0.36, -0.75], [-1.53, 0.40, 1.32]], "gap_ha": 0.252, "charge": 0}

***

ii) {"formula": "C4H9NO3", "method": "the ωB97M-V functional and the def2-TZVPD basis", "species": ["C", "C", "C", "O", "N", "C", "O", "H", "H", "H", "H", "H", "H", "H", "O", "H", "H"], "coordinates": [[1.78, 1.00, -0.15], [0.42, 0.16, -0.24], [0.91, -1.22, -0.53], [1.04, -2.08, 0.30], [-0.25, 0.24, 1.03], [-1.31, 1.03, 1.36], [-1.77, 1.03, 2.49], [2.50, 0.57, 0.54], [1.39, 1.99, 0.05], [2.28, 0.93, -1.12], [-0.19, 0.68, -0.97], [1.18, -1.42, -1.58], [-0.02, -0.43, 1.76], [-1.70, 1.65, 0.54], [-2.24, -1.00, -1.16], [-2.07, -1.58, -0.42], [-1.95, -1.53, -1.90]], "gap_ha": 0.373, "charge": 0}

***

iii) {"formula": "C4H9NO3", "method": "the ωB97M-V functional and the def2-TZVPD basis", "species": ["C", "C", "O", "C", "N", "C", "O", "O", "H", "H", "H", "H", "H", "H", "H", "H", "H"], "coordinates": [[2.53, -0.07, -0.67], [1.04, -0.30, -0.52], [0.99, -1.04, 0.74], [-0.10, 0.77, -0.29], [0.23, 1.59, 0.95], [-1.43, -0.06, -0.21], [-2.42, 0.18, -0.91], [-1.47, -1.14, 0.59], [2.90, 0.33, -1.64], [3.01, -0.99, -0.44], [2.99, 0.62, 0.10], [0.73, -0.86, -1.32], [0.86, -0.29, 1.35], [-0.15, 1.48, -1.12], [-0.43, 1.36, 1.71], [-0.08, 2.58, 0.76], [-0.51, -1.42, 0.73]], "gap_ha": 0.390, "charge": 0}

***

So which one is most stable? That would be ii), about 23.8 kJ/mol below the next structure.